Record 1
Formula: C3H5NO2S
Source: the OMol25 dataset
Level of theory: the ωB97M-V functional and the def2-TZVPD basis

- HOMO energy (spin up / spin down) (eV) = -10.07 / -10.07
- total charge = 0
- LUMO level (spin up / spin down) (eV) = -1.4170 / -1.4177
- calculated total energy (Eh) = -720.5253

Last column: Löwdin charge in e.
CARTESIAN COORDINATES (ANGSTROEM)
1 C 0.4502 -0.0491 -0.7936  -0.0884
2 C 1.3166 0.0344 0.4180  0.0401
3 C 0.1751 -0.6498 0.6183  -0.2331
4 N -2.1314 0.1195 0.9227  -0.1421
5 O -0.4534 1.9617 1.4178  -0.3105
6 O -0.6278 0.1074 2.9800  -0.2584
7 S -0.9179 0.6224 1.7020  0.5169
8 H -0.0491 0.7837 -1.2346  0.0824
9 H 0.8001 -0.8255 -1.5983  0.1353
10 H 2.2734 0.4640 0.8020  0.1488
11 H -0.3567 -1.3922 0.9822  0.0630
12 H -2.3917 0.7128 0.1313  0.0461

Cartesian forces (eV/Å) of the 6 atoms listed first:
C 1.61 -2.85 -0.23
C -0.18 -0.31 -0.24
C 4.16 3.41 -3.74
N -0.08 0.08 0.91
O -0.04 -0.51 -0.04
O -0.12 -1.06 1.02



Record 2
Formula: C3H9NS2
Source: the OMol25 dataset
Level of theory: the ωB97M-V functional and the def2-TZVPD basis

- SMILES = C=NC.CSS
- HOMO energy (eV) = -8.05
- total charge = 0
- LUMO level (eV) = 0.7328
- calculated total energy (Eh) = -970.7633

Last column: Löwdin charge in e.
CARTESIAN COORDINATES (ANGSTROEM)
1 C -1.7594 0.1470 0.9501  -0.4599
2 S -0.3917 0.5021 2.1468  0.3217
3 S -0.7162 -0.9640 3.5574  0.2765
4 H -2.2126 1.0939 0.6622  0.0260
5 H -2.5162 -0.3292 1.5769  0.0054
6 H -1.4947 -0.4505 0.0940  -0.0081
7 H -0.2924 -0.1309 4.5439  -0.1917
8 C 2.0784 0.0709 -1.1529  -0.1401
9 C -0.0528 0.0084 -2.1507  -0.0985
10 N 0.6853 -0.3239 -1.1943  -0.0917
11 H 2.2766 0.2728 -0.0999  0.0642
12 H 2.4150 0.8755 -1.8386  0.0797
13 H 2.6419 -0.7722 -1.5464  0.0774
14 H -0.9871 -0.4633 -2.4498  0.0625
15 H 0.3258 0.4635 -3.0988  0.0766

Cartesian forces (eV/Å) of the 6 atoms listed first:
C -0.43 0.39 1.48
S -0.16 0.17 -1.29
S 0.30 0.13 0.55
H 0.29 0.11 -0.20
H -0.03 -0.22 -0.29
H 0.37 -0.16 0.01



Record 3
Formula: C7H12O
Source: the OMol25 dataset
Level of theory: the ωB97M-V functional and the def2-TZVPD basis

- SMILES = C[C@]12COCC[C@@H]1C2
- HOMO energy (eV) = -8.62
- total charge = 0
- LUMO level (eV) = 1.0080
- calculated total energy (Eh) = -349.0071

Last column: Löwdin charge in e.
CARTESIAN COORDINATES (ANGSTROEM)
1 C -1.1130 -1.0990 1.0513  -0.0616
2 C -0.8623 -0.4281 -0.2711  -0.4053
3 C 0.1703 -1.2107 -0.9826  -0.1855
4 C 1.8808 0.3010 0.0601  -0.1358
5 C 0.7493 1.2654 0.6010  -0.1419
6 C -0.2492 0.9880 -0.4173  -0.3238
7 C -1.7099 0.8535 -0.5243  -0.0091
8 H -1.9896 -1.7402 0.9731  0.0704
9 H -0.2194 -1.8971 1.1501  0.1179
10 H -1.0503 -0.5066 2.0840  0.1197
11 H -0.0357 -2.2653 -0.8716  0.1202
12 H 0.2100 -0.7286 -1.9667  0.1304
13 H 2.7715 0.0708 0.7585  0.1452
14 H 2.3193 0.6761 -0.7996  0.0775
15 H 0.5801 1.0144 1.6669  0.1113
16 H 1.1598 2.3270 0.5781  0.1295
17 H 0.2025 1.2869 -1.4119  0.1566
18 H -1.8519 0.9171 -1.6832  0.1401
19 H -2.3738 1.2729 0.2231  0.1108
20 O 1.4114 -1.0975 -0.2176  -0.1666

Cartesian forces (eV/Å) of the 6 atoms listed first:
C 2.86 -1.24 2.64
C -0.31 1.95 1.38
C 0.04 0.12 -0.49
C 0.34 -2.60 2.85
C 2.73 0.68 1.07
C -0.43 0.92 0.17



Record 4
Formula: C8H14NO
Source: the OMol25 dataset
Level of theory: the ωB97M-V functional and the def2-TZVPD basis

- SMILES = CC(C)[N@H+]1C=CC=C[C@@H]1O
- HOMO energy (eV) = -13.85
- total charge = +1
- LUMO level (eV) = -3.8197
- calculated total energy (Eh) = -442.8849

Last column: Löwdin charge in e.
CARTESIAN COORDINATES (ANGSTROEM)
1 C -2.3552 -0.0956 -0.7262  -0.0750
2 C -1.4794 -0.8378 -1.5488  -0.0344
3 C -1.9351 0.9962 -0.2172  -0.0410
4 C -0.1642 -0.6714 -1.4824  -0.0480
5 C -0.5834 1.5729 -0.2345  -0.2416
6 C 1.4404 0.3512 1.8460  -0.0064
7 C 1.4421 -1.7083 0.5530  -0.0583
8 C 0.5952 -0.4735 0.8415  -0.3686
9 N 0.4189 0.1971 -0.4324  0.0070
10 O -0.2534 2.5269 -1.1061  0.0876
11 H -3.3848 -0.2755 -0.4740  0.1334
12 H -1.7606 -1.3974 -2.4942  0.1581
13 H -2.6609 1.5894 0.3493  0.1461
14 H 0.5869 -1.0053 -2.2220  0.1492
15 H -0.2571 1.9194 0.8007  0.1722
16 H 0.8907 1.1557 2.1700  0.0426
17 H 1.3553 -0.3175 2.6974  0.1088
18 H 2.3748 0.7284 1.6536  0.0765
19 H 2.3495 -1.4711 -0.0547  0.1077
20 H 0.9016 -2.5923 0.0940  0.1048
21 H 1.8477 -2.2781 1.4309  0.1080
22 H -0.2603 -0.7225 1.3352  0.1280
23 H 1.3749 0.4234 -0.7243  0.1824
24 H -0.4836 2.3857 -2.0549  0.1609

Cartesian forces (eV/Å) of the 6 atoms listed first:
C -1.85 -1.65 -0.16
C 1.37 -1.69 -3.15
C -0.13 3.87 2.26
C 0.91 0.48 -0.27
C 2.02 -1.25 1.15
C -3.03 -2.23 0.38



Record 5
Formula: C7H5N2OP
Source: the OMol25 dataset
Level of theory: the ωB97M-V functional and the def2-TZVPD basis

- 2S+1 = 3
- <S²> = 2.023
- HOMO energy (spin up / spin down) (eV) = -6.61 / -9.64
- total charge = 0
- LUMO level (spin up / spin down) (eV) = -0.1944 / -2.3453
- calculated total energy (Eh) = -795.7042

Last column: Löwdin spin population.
CARTESIAN COORDINATES (ANGSTROEM)
1 C 2.3277 0.4619 -0.0830  0.1106
2 C 2.2376 -0.9834 -0.0737  0.0415
3 C 1.1359 1.2341 -0.0749  0.0224
4 C 1.0407 -1.5665 0.0667  0.0704
5 C -0.1355 0.5948 0.0294  0.1024
6 C -0.1699 -0.8145 0.1478  0.0579
7 C -1.3396 1.2448 0.0911  0.1073
8 N -1.4130 -1.3267 0.0693  0.3468
9 N -2.2816 -0.3314 0.1034  0.2471
10 O -2.0127 2.2364 0.1696  0.1727
11 P -3.8338 -0.5768 -0.0667  0.6719
12 H 3.2287 0.8310 -0.2997  0.0068
13 H 3.2501 -1.5464 -0.0735  -0.0001
14 H 1.1006 2.2782 -0.1580  -0.0009
15 H 0.8215 -2.6483 0.2549  0.0006
16 H -3.9567 0.9129 -0.1026  0.0425

Cartesian forces (eV/Å) of the 6 atoms listed first:
C -5.26 -1.82 -0.26
C 2.83 1.09 0.54
C 0.70 -2.31 0.27
C -2.69 -2.11 0.98
C 3.52 0.12 0.44
C 0.62 0.63 -1.22



Record 6
Formula: C18H21N3O5
Source: the OMol25 dataset
Level of theory: the ωB97M-V functional and the def2-TZVPD basis

- SMILES = C=CCN1C(=O)NC(=O)/C(=C(\CC)Nc2cc(OC)ccc2OC)C1=O
- HOMO energy (eV) = -8.41
- total charge = 0
- LUMO level (eV) = 0.4886
- calculated total energy (Eh) = -1239.0151

Last column: Löwdin charge in e.
CARTESIAN COORDINATES (ANGSTROEM)
1 C 5.5240 2.6834 -1.8569  0.0212
2 C 4.2828 2.4802 -1.4616  -0.1490
3 C 3.0996 2.5300 -2.3808  -0.1317
4 N 2.4518 1.2207 -2.4572  0.0669
5 C 2.8839 0.3708 -3.4542  -0.4741
6 O 3.7265 0.6732 -4.2638  0.1003
7 N 2.2612 -0.8475 -3.4642  0.2064
8 C 1.2682 -1.3233 -2.6151  -0.4076
9 O 0.8296 -2.4376 -2.8257  0.0606
10 C 0.8782 -0.4016 -1.5663  0.0013
11 C -0.0694 -0.7659 -0.5905  -0.1558
12 N -0.3984 0.1020 0.3536  0.1299
13 C -1.3139 -0.1080 1.4137  -0.1649
14 C -0.8794 -0.8397 2.5110  0.0621
15 C -1.7153 -1.1165 3.5874  -0.2726
16 C -3.0231 -0.6416 3.5506  -0.0101
17 C -3.4493 0.1071 2.4731  0.0125
18 C -2.6187 0.4012 1.3928  -0.2196
19 O -3.2050 1.1282 0.3980  -0.0798
20 C -2.4253 1.9128 -0.4805  -0.0657
21 H -1.9306 1.3095 -1.2461  0.0847
22 H -1.6825 2.5066 0.0568  0.1002
23 H -3.1342 2.5836 -0.9657  0.0974
24 H -4.4586 0.4852 2.4394  0.1237
25 H -3.7136 -0.8387 4.3541  0.1060
26 O -1.1685 -1.8480 4.5951  -0.0832
27 C -1.9709 -2.1557 5.7103  -0.0875
28 H -2.8383 -2.7601 5.4267  0.0957
29 H -2.3091 -1.2503 6.2239  0.0960
30 H -1.3344 -2.7322 6.3793  0.0937
31 H 0.1315 -1.2160 2.5288  0.1387
32 H 0.1176 0.9979 0.2924  0.1119
33 C -0.7815 -2.0807 -0.5982  -0.1458
34 H -0.1260 -2.8561 -0.9891  0.1103
35 H -1.0856 -2.3330 0.4182  0.1103
36 C -2.0241 -1.9966 -1.4916  -0.0480
37 H -2.5484 -2.9476 -1.4735  0.0811
38 H -1.7322 -1.7859 -2.5166  0.0778
39 H -2.7034 -1.2214 -1.1436  0.0695
40 C 1.4962 0.9061 -1.5118  -0.3362
41 O 1.2124 1.7701 -0.6726  0.0373
42 H 2.5498 -1.4864 -4.1966  0.1700
43 H 2.3562 3.2361 -2.0014  0.1251
44 H 3.4081 2.7998 -3.3916  0.1235
45 H 4.0499 2.2446 -0.4318  0.1020
46 H 6.3543 2.6365 -1.1731  0.0525
47 H 5.7577 2.9047 -2.8848  0.0625

Cartesian forces (eV/Å) of the 6 atoms listed first:
C 0.12 0.04 0.02
C -0.23 -0.02 -0.02
C 0.06 0.32 -0.03
N 0.07 0.34 -0.01
C -0.16 -0.18 0.02
O 0.20 0.07 -0.16



> Among the records above, which one has the highest total charge?

C8H14NO



> Which of these has the highest calculated total energy?

C7H12O



> What is the total charge in the third record?

0